The following is a quantum chemistry calculation of C25H40BFeN7Se as an isolated structure, from OMol25.

Its expectation value of S² is 6.011. Its total energy is -5050.09675 Ha. The multiplicity is 5. The calculation puts the HOMO-LUMO gap (alpha / beta) at 8.126 / 8.109 eV. For the LUMO energy (alpha / beta), the calculation gives 0.4 / 0.4 eV.

Last column: Löwdin spin population.
Positions of all 75 atoms, in Å:
Fe -0.01482 0.00062 0.49713  3.698
C -1.26966 2.25894 -4.27955  0.001
C -1.27832 2.23935 -2.78753  0.005
C -1.82708 3.14909 -1.91014  0.002
C -1.55923 2.65568 -0.62799  0.009
N -0.88066 1.50737 -0.72885  0.037
N -0.71523 1.26128 -2.06026  0.003
B 0.01814 0.00037 -2.55701  0.003
N -0.71525 -1.26067 -2.06104  0.003
N -0.88105 -1.50726 -0.72981  0.037
C -1.55965 -2.65551 -0.62970  0.009
C -1.82710 -3.14852 -1.91223  0.002
C -1.27809 -2.23847 -2.78900  0.005
C -1.26893 -2.25738 -4.28103  0.001
C -1.98486 -3.34245 0.64801  0.001
C -1.55760 -2.58282 1.89238  0.005
C -1.35552 -4.74239 0.67522  0.000
C -3.51422 -3.47342 0.64057  0.000
N 1.47439 0.00025 -2.06271  0.004
N 1.77588 0.00027 -0.73263  0.033
C 3.10898 0.00040 -0.64093  0.003
C 3.66501 0.00048 -1.92839  0.001
C 2.60025 0.00037 -2.79855  -0.001
C 2.60356 0.00047 -4.29085  0.000
C 3.92978 0.00049 0.62919  0.000
C 4.81846 -1.25066 0.63083  0.000
C 3.07176 0.00040 1.88113  0.005
C 4.81820 1.25182 0.63081  0.000
C -1.98401 3.34188 0.65024  0.001
C -1.35499 4.74195 0.67788  0.000
C -3.51342 3.47245 0.64349  0.000
C -1.55606 2.58166 1.89405  0.005
H -1.78788 3.14900 -4.63135  0.000
H -0.25335 2.27498 -4.67357  0.000
H -1.77029 1.38384 -4.69416  0.000
H -2.35381 4.05185 -2.16827  0.000
H 0.01564 0.00077 -3.74919  0.000
H -2.35372 -4.05119 -2.17089  0.000
H -1.78702 -3.14729 -4.63341  0.000
H -1.76946 -1.38212 -4.69546  0.000
H -0.25250 -2.27323 -4.67475  0.000
H -0.47324 -2.48623 1.95649  0.002
H -1.99918 -1.58614 1.93301  0.002
H -1.88536 -3.11701 2.78618  0.000
H -0.26589 -4.67853 0.66766  0.000
H -1.66117 -5.26916 1.58137  0.000
H -1.66538 -5.33730 -0.18480  0.000
H -3.98800 -2.49069 0.60561  0.000
H -3.86298 -4.04742 -0.21882  0.000
H -3.84760 -3.98205 1.54731  0.000
H 4.70892 0.00058 -2.19206  0.000
H 3.63161 0.00061 -4.64829  0.000
H 2.10108 -0.87929 -4.69354  0.000
H 2.10089 0.88018 -4.69343  0.000
H 4.21165 -2.15787 0.61620  0.000
H 5.47964 -1.27251 -0.23648  0.000
H 5.43688 -1.26673 1.53056  0.000
H 2.43958 -0.88623 1.93781  0.002
H 3.70447 0.00038 2.77076  0.000
H 2.43945 0.88693 1.93790  0.002
H 5.47939 1.27378 -0.23649  0.000
H 4.21121 2.15891 0.61615  0.000
H 5.43660 1.26804 1.53055  0.000
H -1.66539 5.33726 -0.18167  0.000
H -1.66036 5.26814 1.58446  0.000
H -0.26534 4.67835 0.66981  0.000
H -3.86268 4.04683 -0.21544  0.000
H -3.98697 2.48962 0.60819  0.000
H -3.84653 3.98049 1.55064  0.000
H -0.47165 2.48519 1.95769  0.002
H -1.88357 3.11532 2.78824  0.000
H -1.99743 1.58487 1.93438  0.002
Se 0.08583 -0.00262 5.36121  0.049
C 0.04901 -0.00187 3.59589  0.034
N 0.02456 -0.00127 2.42506  0.031

The following is a quantum chemistry calculation of a 5-piece molecular cluster, C25H40BIN9O3 overall at a distorted geometry, from OMol25.

Its total energy is -2017.49462 Ha. The calculation puts the HOMO-LUMO gap at 6.218 eV. The charge is +1. For the LUMO energy, the calculation gives -3.4 eV.

Last column: Löwdin charge in e.
Positions of all 79 atoms, in Å:
C -2.96133 1.24369 0.65735  -0.108
C -1.77917 1.63162 1.57142  -0.266
C -0.96919 0.36900 1.89984  -0.224
N 0.48192 0.59603 2.11923  -0.004
C 1.29786 0.39125 1.00908  -0.794
I 0.68228 1.16662 -0.95564  1.075
C 2.71614 0.96421 1.30355  -0.091
N 3.52222 0.20918 0.32207  0.095
B 4.50365 0.93963 -0.56031  -0.643
N 4.20144 1.98132 -1.49735  0.210
O 5.82810 0.57336 -0.40736  0.146
C 2.83419 -0.82974 -0.13627  -0.395
N 3.09965 -1.63557 -1.10292  0.193
C 2.20258 -2.75826 -1.50157  -0.119
O 2.48100 -3.06524 -2.84058  0.014
C 1.89103 -2.08976 -3.67039  -0.494
C 2.70486 -0.91717 -4.16101  0.034
O 0.78474 -2.23214 -3.98528  0.182
N 1.66463 -0.98966 0.70275  0.077
H -2.61916 0.99598 -0.35296  0.053
H -3.48448 0.34852 1.03440  0.059
H -3.69016 2.04746 0.54624  0.080
H -2.20317 2.12721 2.44742  0.108
H -1.19547 2.37830 1.02264  0.060
H -1.36664 -0.01735 2.84483  0.123
H -1.10183 -0.43458 1.17246  0.107
H 0.60445 1.53511 2.48263  0.137
H 3.03147 0.52779 2.26225  0.147
H 2.83042 2.04493 1.37031  0.144
H 4.18951 1.68424 -2.46753  0.095
H 3.33641 2.47013 -1.28492  0.031
H 6.31602 1.40283 -0.27403  0.138
H 3.95949 -1.52105 -1.63228  0.181
H 1.15619 -2.49215 -1.34910  0.138
H 2.48376 -3.60988 -0.88404  0.153
H 2.22923 -0.52820 -5.05949  0.094
H 2.71687 -0.10663 -3.42178  0.053
H 3.74944 -1.19085 -4.33114  0.101
H 2.10882 -1.44986 1.50889  0.167
N -5.52063 -2.30481 1.28692  -0.002
C -6.77588 -2.68508 0.89405  -0.133
C -7.68064 -2.05277 1.70315  -0.098
C -6.94453 -1.25516 2.61816  -0.105
C -5.61617 -1.42904 2.33559  -0.162
H -4.66431 -2.61983 0.87003  0.139
H -6.91523 -3.37146 0.07621  0.109
H -8.75183 -2.14987 1.64575  0.096
H -7.34572 -0.62560 3.39534  0.073
H -4.73300 -1.00899 2.78847  0.093
N -6.50501 2.27261 4.57317  -0.003
C -6.09825 3.51677 4.97572  -0.150
C -7.03149 4.00184 5.85182  -0.110
C -8.03927 3.01053 5.98806  -0.106
C -7.68563 1.95627 5.18999  -0.143
H -6.01424 1.68310 3.92568  0.128
H -5.18378 3.94761 4.60382  0.099
H -6.99629 4.96060 6.34207  0.091
H -8.92248 3.06593 6.60241  0.093
H -8.16985 1.01208 5.00684  0.097
N 7.79200 -1.07244 0.77270  -0.009
C 9.08731 -0.78649 0.43545  -0.141
C 9.88483 -1.78542 0.92939  -0.104
C 9.03879 -2.71482 1.58732  -0.108
C 7.75524 -2.24921 1.47202  -0.150
H 6.98860 -0.50425 0.54142  0.082
H 9.33046 0.10121 -0.12504  0.104
H 10.95587 -1.84387 0.82911  0.095
H 9.33811 -3.62104 2.08741  0.093
H 6.82133 -2.65291 1.82762  0.096
N -0.55439 -0.19706 -5.77908  0.001
C -0.56463 1.16562 -5.63521  -0.156
C -1.13063 1.70576 -6.75983  -0.108
C -1.48060 0.62772 -7.61387  -0.103
C -1.11521 -0.53132 -6.98062  -0.130
H -0.19033 -0.84847 -5.10408  0.089
H -0.16849 1.63204 -4.74728  0.089
H -1.27884 2.75617 -6.94897  0.092
H -1.94791 0.69540 -8.58210  0.094
H -1.20507 -1.56164 -7.28107  0.110

The following is a quantum chemistry calculation of C25H40BIrO4 as an isolated structure at a distorted geometry, from OMol25.

Its expectation value of S² is 8.771. Its total energy is -1406.21838 Ha. The multiplicity is 6. The calculation puts the HOMO-LUMO gap (alpha / beta) at 5.184 / 5.023 eV. The charge is +1. For the LUMO energy (alpha / beta), the calculation gives -1.9 / -6.5 eV.

Last column: Löwdin spin population.
Positions of all 71 atoms, in Å:
O -0.67636 0.92637 -0.93993  0.048
C 0.37195 0.53460 -1.87553  0.002
C -0.21627 1.38450 -2.99447  0.003
H 0.35443 -0.54615 -2.07097  0.000
H 1.35290 0.86972 -1.52021  0.000
C -1.31999 1.72415 -1.96665  0.004
H -0.55329 0.79703 -3.84918  0.000
H 0.40493 2.24059 -3.27993  0.000
C -2.67751 1.16287 -2.31465  0.001
H -2.60602 0.10060 -2.56507  0.000
H -3.08866 1.70834 -3.17288  0.000
H -3.35616 1.29127 -1.46660  0.000
C -1.40846 3.17476 -1.57309  0.002
H -0.41402 3.62460 -1.49669  0.000
H -1.92480 3.27421 -0.61008  0.001
H -1.98630 3.71575 -2.33252  0.000
Ir -0.68576 0.94529 2.22068  2.093
C 0.31372 2.97393 2.92609  0.347
C 1.05667 1.72397 2.88127  0.092
C 1.27567 1.43751 1.44303  0.369
H 1.56842 1.24983 3.71333  0.014
C 0.91475 2.63111 0.72782  0.318
C 0.32041 3.54549 1.61614  0.350
H -0.02984 4.54526 1.36161  0.013
H -0.03934 3.45101 3.84403  0.014
H 1.85960 0.59366 1.07284  0.022
H 1.16738 2.82670 -0.30881  0.010
C -2.42418 0.44452 3.36333  0.206
C -2.78119 1.69374 2.73464  0.180
C -2.81095 1.48775 1.32062  0.209
H -2.99096 2.63505 3.24179  0.007
C -2.48871 0.11692 1.05546  0.192
C -2.27286 -0.55053 2.30601  0.176
H -2.06194 -1.60787 2.43103  0.006
H -2.33017 0.26069 4.42775  0.016
H -3.07261 2.23048 0.57525  0.009
H -2.44654 -0.35161 0.07886  0.009
O 0.03749 -0.23814 -5.66335  0.000
C -0.53421 0.66317 -6.63434  0.000
C -0.20475 0.17980 -8.06047  0.000
H -0.12747 1.67428 -6.45146  0.000
H -1.62237 0.71445 -6.44982  0.000
C 0.85165 -0.93067 -7.85404  0.000
H 0.16919 1.00135 -8.67447  0.000
H -1.10657 -0.23428 -8.51810  0.000
C 0.72162 -1.29954 -6.36017  0.000
H 1.85356 -0.53234 -8.04966  0.000
H 0.67570 -1.79605 -8.49895  0.000
H 1.69629 -1.46127 -5.87440  0.000
H 0.13519 -2.22996 -6.25624  0.000
C -0.03671 -3.56556 4.40124  0.002
C 0.88162 -2.35116 4.46284  0.009
C 1.49144 -2.36991 5.84761  0.001
O 0.09693 -1.15972 4.31040  0.027
B 0.28252 -0.71347 2.99562  0.192
O 1.22423 -1.46247 2.29127  0.039
C 1.90957 -2.26321 3.26843  0.012
C 3.20839 -1.56129 3.65219  0.002
C 2.26643 -3.58407 2.63192  0.002
H -0.42135 -3.77096 3.39657  0.000
H -0.89145 -3.40201 5.07058  0.000
H 0.49625 -4.45611 4.76125  0.001
H 0.69882 -2.30504 6.60201  0.000
H 2.01655 -3.32567 5.99208  0.000
H 2.19693 -1.55100 6.02246  0.000
H 3.73300 -2.15567 4.41505  0.001
H 3.86376 -1.48900 2.77126  0.000
H 3.04515 -0.53930 4.02726  0.000
H 1.37501 -4.09509 2.26170  0.000
H 2.95592 -3.42283 1.79502  0.000
H 2.76369 -4.23338 3.36443  0.001